w | Here is a cluster of 12 separate species, C7H34O12 in total from the Open Molecules 2025 dataset. Energies are from ωB97M-V with the def2-TZVPD basis set.

Positions of all 53 atoms, in Å:
C  -0.67201  1.19816  -1.62607
C  -0.35926  1.14707  -0.31087
C  0.14483  -0.04228  0.34647
C  1.01418  -0.90815  -0.20036
C  1.61750  -2.05530  0.53880
C  -0.52519  2.33729  0.57270
C  -1.88687  2.29171  1.32502
O  -0.61797  3.53897  -0.19166
H  -1.01200  2.02655  -2.08103
H  -0.58398  0.33043  -2.30199
H  -0.22059  -0.14989  1.38484
H  1.34854  -0.81929  -1.19164
H  0.94326  -2.46568  1.31563
H  1.93460  -2.82323  -0.12285
H  2.52774  -1.68687  1.01692
H  0.33227  2.46240  1.30490
H  -1.95798  3.18329  2.01085
H  -2.02129  1.37229  1.91235
H  -2.74955  2.43246  0.60027
H  0.16345  3.59432  -0.84844
O  -1.00886  -2.00011  2.67033
H  -1.79974  -1.87954  3.25215
H  -1.32775  -1.99971  1.77898
O  1.12882  -0.53249  3.40976
H  1.56069  -1.04497  4.06353
H  0.36787  -1.04888  3.07560
O  1.15349  2.13766  3.59573
H  0.33043  2.57758  3.52041
H  0.99334  1.17025  3.65222
O  -2.64541  -0.24135  -3.71233
H  -2.94718  -0.15671  -2.86078
H  -1.80187  -0.76976  -3.64186
O  2.74944  0.89372  1.80556
H  2.17702  0.16561  2.18720
H  2.50979  1.69255  2.30148
O  1.90886  0.55128  -3.15348
H  1.34401  1.32291  -3.21070
H  2.39978  0.67391  -2.25456
O  0.21686  -1.49356  -3.47539
H  0.89479  -0.76268  -3.28528
H  0.48132  -1.86755  -4.31806
O  -3.30421  0.04141  -1.11250
H  -2.83366  -0.63288  -0.62449
H  -2.86607  0.89483  -0.85124
O  -2.15913  -1.95808  0.27460
H  -1.51443  -2.33421  -0.37694
H  -2.87224  -2.55465  0.22989
O  -0.56419  -3.14887  -1.51120
H  -0.38311  -2.55473  -2.24733
H  0.28179  -3.46768  -1.16504
O  3.21676  0.93773  -0.80709
H  3.00106  0.85602  0.14795
H  3.89209  1.56868  -0.81099

Computed properties:
Multiplicity: 1
HOMO level: -8.6869 eV
Net charge: 0
HOMO-LUMO gap: 8.786 eV

natural (NBO) atomic charge list, values in e, 6 entries: -0.414, -0.054, -0.255, -0.139, -0.664, 0.052



x | Here is a cluster of 13 separate species, C7H34O12 in total from the Open Molecules 2025 dataset. Energies are from ωB97M-V with the def2-TZVPD basis set.

Positions of all 53 atoms, in Å:
C  -4.09451  -1.25940  0.54555
C  -2.71347  -1.42653  1.21645
C  -2.70491  -1.59897  2.52940
C  -0.73599  -0.28679  0.95411
C  -1.42204  -1.33809  0.48305
C  1.49745  0.72710  1.28939
C  0.55063  0.31331  0.48108
H  -4.53303  -2.20236  0.22190
H  -4.66482  -0.78266  1.35480
H  -4.17525  -0.60070  -0.34560
H  -1.81288  -1.71441  3.13042
H  -3.60689  -1.69827  3.11416
H  -1.23103  0.48611  1.59770
H  -1.06897  -1.95303  -0.34171
H  2.40092  1.28724  1.13804
H  1.54523  0.64047  2.38895
H  0.55105  0.41044  -0.61041
H  3.89882  -0.20376  -0.52136
H  3.57021  1.22819  -1.13567
O  3.21364  0.47573  -0.61755
H  0.91552  3.70597  2.58113
H  2.03241  4.34227  1.62099
O  1.80262  4.06980  2.51357
H  -1.85511  3.51007  -1.78819
H  -1.98626  2.09052  -1.70733
O  -1.97342  2.84002  -1.08944
H  1.27454  -3.31198  0.44290
H  1.32782  -1.86064  0.35283
O  0.95850  -2.61155  -0.15516
H  3.56135  -1.46082  -2.03473
H  3.04934  -2.51890  -0.90029
O  3.78282  -2.07773  -1.33970
H  2.09672  -1.71612  2.47774
H  2.17954  -3.09124  3.12293
O  1.58253  -2.51684  2.62934
H  -1.11413  2.31774  -4.62384
H  -0.85046  1.32888  -3.38395
O  -0.83825  2.24903  -3.70325
H  -3.13480  -1.78423  -1.69282
H  -3.77006  -3.23291  -1.97426
O  -3.60262  -2.35213  -2.30717
H  2.92344  2.70846  3.06361
H  3.87056  1.72233  2.21178
O  3.79496  2.26866  2.99377
H  -0.25045  2.82982  -0.74061
H  -0.40033  3.80275  0.42815
O  0.28747  3.39519  -0.10456
H  0.81292  -2.21501  -2.31995
H  1.59441  -1.09678  -1.88000
O  0.94926  -1.29837  -2.60074
H  -1.70729  -0.31354  -2.88980
H  -0.45715  -0.32587  -1.96475
O  -1.32062  0.09954  -2.11091

Computed properties:
Multiplicity: 1
HOMO level: -8.7487 eV
Net charge: 0
HOMO-LUMO gap: 8.771 eV

natural (NBO) atomic charge list, values in e, 6 entries: -0.659, 0.002, -0.405, -0.229, -0.217, -0.374



The energy of each structure relative to the most stable one, in hartree, is as follows: w 0.0000; x 0.1267.



w | Here is a structure of composition S2 from the Open Molecules 2025 dataset. Energies are from ωB97M-V with the def2-TZVPD basis set.

Positions of all 2 atoms, in Å:
S  0.00000  0.00000  1.37809
S  0.00000  0.00000  -1.37809

Computed properties:
Multiplicity: 1
HOMO level: -9.9203 eV
Net charge: 0
HOMO-LUMO gap: 5.421 eV

What are the natural (NBO) partial charges on each atom? They are as follows, in elementary charge units: 0.000, 0.000



x | Here is a cluster of 2 separate species, S2 in total from the Open Molecules 2025 dataset. Energies are from ωB97M-V with the def2-TZVPD basis set.

Positions of all 2 atoms, in Å:
S  0.00000  0.00000  1.54679
S  0.00000  0.00000  -1.54679

Computed properties:
Multiplicity: 1
HOMO level: -9.8075 eV
Net charge: 0
HOMO-LUMO gap: 4.892 eV

What are the natural (NBO) partial charges on each atom? They are as follows, in elementary charge units: 0.000, 0.000



y | Here is an isolated molecule of S2 from the Open Molecules 2025 dataset. Energies are from ωB97M-V with the def2-TZVPD basis set.

Positions of all 2 atoms, in Å:
S  0.72239  -0.52823  0.33688
S  -0.72239  0.52823  -0.33688

Computed properties:
Multiplicity: 1
HOMO level: -8.3563 eV
Net charge: 0
HOMO-LUMO gap: 5.756 eV

What are the natural (NBO) partial charges on each atom? They are as follows, in elementary charge units: 0.000, 0.000



z | Here is a cluster of 2 separate species, S2 in total from the Open Molecules 2025 dataset. Energies are from ωB97M-V with the def2-TZVPD basis set.

Positions of all 2 atoms, in Å:
S  0.00000  0.00000  1.67078
S  0.00000  0.00000  -1.67078

Computed properties:
Multiplicity: 1
HOMO level: -9.5961 eV
Net charge: 0
HOMO-LUMO gap: 4.448 eV

What are the natural (NBO) partial charges on each atom? They are as follows, in elementary charge units: 0.000, 0.000



The energy of each structure relative to the most stable one, in hartree, is as follows: w 0.1560; x 0.2137; y 0.0000; z 0.2476.



w | Here is a cluster of 2 separate species, C2H7S in total from the Open Molecules 2025 dataset. Energies are from ωB97M-V with the def2-TZVPD basis set.

Positions of all 10 atoms, in Å:
C  -1.58685  -1.10335  -2.77493
H  -2.24105  -0.73390  -2.02244
H  -1.96375  -2.00482  -3.28413
H  -0.58926  -1.23293  -2.41233
H  -1.42284  -0.20662  -3.36665
C  1.14929  -0.25581  0.40168
S  0.31205  0.85387  1.56948
H  1.04518  -1.37952  0.52521
H  0.54552  0.12138  -0.58244
H  2.25873  -0.07060  0.27068

Computed properties:
Multiplicity: 1
HOMO level: -1.8567 eV
Net charge: -1
HOMO-LUMO gap: 5.654 eV

natural (NBO) atomic charge list, values in e, 6 entries: -0.863, 0.224, 0.198, 0.230, 0.208, -0.766



x | Here is a cluster of 2 separate species, C2H7S in total from the Open Molecules 2025 dataset. Energies are from ωB97M-V with the def2-TZVPD basis set.

Positions of all 10 atoms, in Å:
C  -0.57032  -5.62475  -0.47601
H  -1.12522  -4.88702  0.00324
H  -0.67812  -6.52606  0.11660
H  0.51571  -5.37651  -0.62963
H  -1.03586  -5.97015  -1.52635
C  0.60327  5.64678  0.55199
S  0.33526  6.32287  -0.95788
H  1.58293  5.08402  0.75019
H  0.58610  6.41278  1.33173
H  -0.21376  4.91806  0.83611

Computed properties:
Multiplicity: 1
HOMO level: -1.7411 eV
Net charge: -1
HOMO-LUMO gap: 4.238 eV

natural (NBO) atomic charge list, values in e, 6 entries: -0.843, 0.213, 0.206, 0.218, 0.206, -0.782



The energy of each structure relative to the most stable one, in hartree, is as follows: w 0.0000; x 0.0019.



w | Here is a cluster of 2 separate species, C2H4IN in total from the Open Molecules 2025 dataset. Energies are from ωB97M-V with the def2-TZVPD basis set.

Positions of all 8 atoms, in Å:
C  1.37940  0.35370  0.66586
C  0.80151  0.43608  -0.51753
N  0.22658  0.51827  -1.59107
H  1.48561  1.26640  1.12760
H  1.61129  -0.41435  1.29066
H  0.85534  0.63888  -2.36895
I  -3.76234  -1.91946  0.74005
H  -2.59739  -0.87951  0.65339

Computed properties:
Multiplicity: 1
HOMO level: -9.3598 eV
Net charge: 0
HOMO-LUMO gap: 10.102 eV

natural (NBO) atomic charge list, values in e, 6 entries: -0.657, 0.442, -0.635, 0.232, 0.240, 0.378



x | Here is an isolated molecule of C2H4IN from the Open Molecules 2025 dataset. Energies are from ωB97M-V with the def2-TZVPD basis set.

Positions of all 8 atoms, in Å:
I  3.10920  0.00237  0.03114
N  1.25246  0.02982  -0.81661
C  0.20922  -0.74804  -0.09727
C  0.28630  0.68740  -0.07214
H  0.62495  -1.21506  0.79289
H  -0.47305  -1.11409  -0.74922
H  -0.35025  1.15392  -0.82383
H  0.54517  1.22238  0.72542

Computed properties:
Multiplicity: 1
HOMO level: -9.0467 eV
Net charge: 0
HOMO-LUMO gap: 9.094 eV

natural (NBO) atomic charge list, values in e, 6 entries: 0.236, -0.514, -0.274, -0.266, 0.210, 0.210



The energy of each structure relative to the most stable one, in hartree, is as follows: w 0.0000; x 0.0237.